Record 1
Below is C16H29N4OPb as an isolated structure in a non-equilibrium geometry, with properties calculated with wB97M-V/def2-TZVPD.

```
51
Properties=species:S:1:pos:R:3:nbo_charge:R:1
Pb 2.12 -2.95 -0.99 1.71
O 1.02 -1.20 -0.01 -1.24
N -0.78 -2.97 -2.58 -0.39
N -0.75 -1.01 5.02 -0.30
N -0.82 3.82 -4.82 -0.32
N 6.35 3.56 0.78 -0.30
C -1.82 -3.49 -0.23 -0.54
C 3.72 1.45 1.31 -0.38
C 3.40 2.01 -0.09 -0.62
C -1.19 2.10 2.65 -0.62
C -1.09 2.70 -4.75 0.27
C -1.51 1.27 -4.64 -0.50
C -0.30 1.05 2.00 -0.38
C -1.26 -3.24 -1.56 0.34
C 5.26 1.32 1.57 -0.51
C -0.99 0.46 -3.46 -0.38
C -0.70 -0.74 3.90 0.26
C -3.86 -3.58 1.23 -0.61
C -0.69 -0.39 2.48 -0.52
C -1.01 1.16 -2.10 -0.63
C 5.92 2.56 1.14 0.27
C -3.34 -3.42 -0.18 -0.39
H 3.63 1.29 -0.88 0.19
H -4.95 -3.51 1.20 0.24
H 1.36 -0.36 0.31 0.50
H -2.59 1.40 -4.57 0.25
H 0.03 0.17 -3.75 0.19
H -3.60 -4.53 1.71 0.21
H 3.33 2.20 2.00 0.22
H -3.52 -2.81 1.93 0.21
H 5.34 1.27 2.66 0.26
H -1.29 -2.85 0.49 0.26
H -1.66 -0.40 -3.45 0.21
H 2.32 2.14 -0.20 0.21
H -1.65 -0.53 1.98 0.24
H -1.16 0.82 -5.57 0.25
H -3.70 -2.45 -0.53 0.22
H 5.72 0.45 1.10 0.24
H 0.74 1.21 2.30 0.20
H 0.07 -1.12 2.18 0.24
H -1.61 -4.53 0.04 0.25
H -0.89 2.17 3.69 0.23
H -0.64 2.18 -2.17 0.23
H -0.27 1.15 0.91 0.21
H -0.56 0.62 -1.26 0.21
H 3.19 0.51 1.49 0.18
H -2.07 1.19 -1.83 0.21
H -2.25 1.92 2.47 0.21
H -1.06 3.08 2.17 0.23
H 3.87 2.97 -0.26 0.25
H -3.83 -4.13 -0.85 0.23
```

Summary:
Total charge: +1
HOMO energy in eV: -13.451
ΔE to the lowest compared entry with this formula, charge and spin in kJ/mol: 385.1
Kohn-Sham gap in Ha: 0.2419



Record 2
Below is C36H42AsN7O4S2Zr as an isolated structure in a non-equilibrium geometry, with properties calculated with wB97M-V/def2-TZVPD.

```
93
Properties=species:S:1:pos:R:3:mulliken_charge:R:1
Zr -0.28 -0.72 -0.56 0.37
As 1.83 0.97 0.19 2.48
S -0.23 -2.73 -2.14 -0.53
S -0.92 0.30 1.81 -0.57
O 2.96 -3.25 0.79 -0.51
O -4.08 -1.39 -1.41 -0.62
O -2.16 -0.37 -0.88 -0.07
O 1.15 -1.96 0.45 0.35
N 2.96 -1.91 -0.95 -0.29
N -0.23 0.32 -2.57 1.42
N -1.52 -2.53 0.60 -0.54
N 2.31 -1.17 -1.95 -0.45
N -4.54 0.06 3.81 -0.29
N -5.64 -1.85 3.07 -0.09
N -5.50 -1.38 5.31 -0.38
C -2.93 -2.07 0.60 0.63
C 2.83 4.01 -2.58 -0.92
C -1.02 2.37 -1.51 -1.45
C 2.23 3.30 -1.55 -1.06
C 2.37 -3.77 2.00 -0.62
C 2.90 -0.18 2.59 -0.16
C 1.55 3.53 1.61 -0.60
C -0.84 2.85 2.82 -0.76
C 0.93 4.44 2.44 -1.10
C 3.79 -0.34 3.65 -1.04
C 3.98 3.52 -3.19 -0.76
C -3.94 -3.19 0.79 -0.83
C 0.97 2.28 1.35 -0.17
C 0.10 -0.60 -6.16 -0.85
C 4.49 1.23 1.47 -0.78
C -3.12 -1.25 -0.70 0.45
C -5.43 -2.77 0.79 -1.05
C -0.06 1.59 -5.05 -1.12
C 5.03 0.28 3.61 -0.71
C -5.23 -1.05 4.05 0.81
C 2.27 -2.37 0.11 0.49
C -0.07 -2.58 -4.83 -0.56
C 2.76 2.10 -1.11 1.08
C 5.38 1.06 2.52 -0.79
C -5.81 -1.56 1.64 -0.75
C 4.53 2.33 -2.74 -0.88
C 0.00 0.18 -4.99 0.56
C 3.25 0.61 1.50 0.71
C -0.28 4.10 3.04 -0.78
C 0.04 -1.96 -6.08 -0.91
C -0.47 1.63 -2.69 0.90
C -0.12 -1.86 -3.65 0.68
C -0.33 2.30 -3.92 -1.15
C -0.22 1.92 1.99 1.11
C -0.09 -0.44 -3.72 -0.21
C 3.93 1.62 -1.71 -1.37
H -1.44 -3.34 -0.01 0.35
H 4.45 4.06 -4.00 0.45
H -6.03 -3.62 1.12 0.50
H 5.71 0.16 4.44 0.41
H -6.14 -2.12 5.53 0.19
H -6.15 -2.67 3.37 0.27
H 2.42 4.96 -2.90 0.49
H 1.34 3.71 -1.09 0.56
H 4.78 1.86 0.63 0.39
H 2.11 -1.77 -2.74 0.55
H 3.81 -2.41 -1.17 0.33
H 1.91 -0.63 2.63 0.57
H -2.07 2.09 -1.41 0.38
H -0.78 4.81 3.68 0.42
H 1.49 -4.37 1.76 0.28
H -3.81 -3.90 -0.03 0.44
H 3.13 -4.39 2.45 0.31
H -3.00 -1.36 1.42 -0.56
H 0.06 2.08 -6.00 0.47
H 3.51 -0.95 4.50 0.47
H -4.04 0.24 2.95 0.12
H -1.24 -2.82 1.53 0.33
H -1.77 2.59 3.31 0.46
H 5.44 1.95 -3.19 0.47
H 2.92 -0.42 -2.25 0.12
H -5.72 -2.55 -0.23 0.44
H -0.97 3.45 -1.68 0.55
H 4.40 0.72 -1.34 0.62
H -0.14 -3.66 -4.77 0.51
H -5.18 -0.82 6.08 0.21
H -4.21 0.60 4.59 0.23
H 2.50 3.77 1.15 0.54
H -6.86 -1.35 1.47 0.33
H -5.25 -0.67 1.35 0.34
H 6.34 1.55 2.50 0.46
H -0.53 2.14 -0.57 0.15
H 0.16 -0.10 -7.12 0.45
H 1.39 5.40 2.63 0.45
H -3.71 -3.72 1.72 0.35
H -0.48 3.37 -3.95 0.61
H 2.10 -2.95 2.66 0.23
H 0.07 -2.57 -6.97 0.42
```

Summary:
Total charge: +2
HOMO energy in eV: -12.231
Kohn-Sham gap in Ha: 0.2734



Record 3
Below is a 4-piece molecular cluster, C3H13NO3 overall, with properties calculated with wB97M-V/def2-TZVPD.

```
20
Properties=species:S:1:pos:R:3:nbo_charge:R:1
O -0.59 2.67 0.00 -0.99
O 2.12 1.79 0.11 -0.97
O -1.50 0.46 -1.46 -0.97
N 0.37 -1.68 -0.57 -0.46
C 0.27 -1.15 0.79 -0.27
C 1.35 -1.27 -1.27 -0.03
C -1.04 -1.56 1.45 -0.61
H -1.09 -2.64 1.53 0.21
H -1.90 -1.19 0.90 0.20
H -2.40 0.20 -1.69 0.48
H -0.81 1.89 -0.53 0.51
H 2.55 2.64 -0.02 0.47
H 1.14 -1.50 1.32 0.21
H 1.91 -0.37 -0.98 0.18
H 0.38 -0.06 0.83 0.19
H -1.05 -0.35 -1.19 0.50
H -1.05 -1.16 2.46 0.21
H 1.18 2.02 0.19 0.49
H 1.59 -1.77 -2.20 0.17
H -1.42 3.02 0.34 0.48
```

Summary:
HOMO energy in eV: -9.706
ΔE to the lowest compared entry with this formula, charge and spin in kJ/mol: 81.3
SMILES string: C=NCC.O.O.O
Kohn-Sham gap in Ha: 0.3829



Record 4
Below is one molecule with the formula C4H8N2OS in a non-equilibrium geometry, with properties calculated with wB97M-V/def2-TZVPD.

```
16
Properties=species:S:1:pos:R:3:nbo_charge:R:1
S 2.28 -0.11 -0.19 0.09
O 0.20 1.01 -0.47 -0.52
N -3.14 -0.80 -0.05 -0.84
N 1.22 -1.51 0.39 -0.48
C -0.05 -1.19 0.30 -0.01
C -2.04 0.08 -0.26 0.03
C -0.15 2.23 0.49 -0.30
C -0.62 -0.01 -0.18 0.10
H -2.29 1.09 -0.87 0.20
H -0.63 -2.08 0.59 0.19
H 3.27 -1.09 -0.18 0.09
H -2.90 -1.78 0.24 0.40
H 0.34 1.99 1.55 0.21
H -4.13 -0.46 0.09 0.42
H 0.28 3.22 0.28 0.21
H -1.40 2.46 0.61 0.20
```

Summary:
HOMO energy in eV: -7.509
ΔE to the lowest compared entry with this formula, charge and spin in kJ/mol: 461.8
SMILES string: COC(/C=N\S)=C/N
Kohn-Sham gap in Ha: 0.2957



Record 5
Below is one molecule with the formula C3H3NO2 in a non-equilibrium geometry, with properties calculated with wB97M-V/def2-TZVPD.

```
9
Properties=species:S:1:pos:R:3:nbo_charge:R:1
O -0.61 -1.62 -0.26 -0.65
O -0.01 0.51 -1.17 -0.45
N -3.32 0.47 0.26 -0.32
C 0.18 0.77 0.19 -0.11
C -0.70 -0.27 -0.28 0.45
C -2.22 0.21 0.09 0.18
H -0.80 -1.85 -1.18 0.49
H 1.28 0.69 0.36 0.22
H -0.40 1.58 0.48 0.19
```

Summary:
HOMO energy in eV: -11.416
ΔE to the lowest compared entry with this formula, charge and spin in kJ/mol: 327.7
SMILES string: N#C[C@]1(O)CO1
Kohn-Sham gap in Ha: 0.4426



Record 6
Below is an isolated ion of composition C5H12N3 and charge +1 in a non-equilibrium geometry, with properties calculated with wB97M-V/def2-TZVPD.

```
20
Properties=species:S:1:pos:R:3:nbo_charge:R:1
N 2.16 -1.29 -0.10 -0.68
N -2.96 -0.26 -0.07 -0.78
N -0.42 -1.57 -0.28 -0.77
C -0.56 -0.11 0.06 0.01
C -1.80 0.33 0.34 0.05
C 0.88 1.87 -0.50 -0.59
C 0.75 0.67 0.43 -0.31
C 2.10 -0.15 0.45 0.25
H -1.80 1.26 0.71 0.21
H 2.98 0.45 0.88 0.21
H 0.24 2.81 -0.17 0.24
H -0.69 -1.75 -1.24 0.42
H -3.83 0.03 0.32 0.41
H -0.88 -2.11 0.40 0.42
H 0.80 0.92 1.42 0.23
H 0.74 -1.56 -0.40 0.45
H 1.86 2.16 -0.46 0.21
H -3.03 -1.25 -0.10 0.38
H 0.54 1.50 -1.54 0.23
H 2.91 -1.95 -0.15 0.42
```

Summary:
Total charge: +1
HOMO energy in eV: -12.646
ΔE to the lowest compared entry with this formula, charge and spin in kJ/mol: 258.8
SMILES string: [H]/N=C/[C@@H](C)/C([NH3+])=C/N
Kohn-Sham gap in Ha: 0.3570